61
Properties=species:S:1:pos:R:3:nbo_charge:R:1 method="wB97M-V/def2-TZVPD" relative_energy_kj_mol=106.4 homo_energy_ev="-6.4 / -6.4" charge=0 lumo_energy_ha="-0.013 / -0.013"
Rh 0.350 0.390 1.291 0.41
S -0.865 -0.665 3.045 -0.17
F 3.033 -1.442 -2.753 -0.33
F 5.553 -0.409 1.039 -0.32
N -0.327 -0.065 -0.581 -0.43
N -0.782 -2.456 0.938 -0.63
N 1.012 -2.462 2.422 -0.81
C 4.361 -0.424 0.409 0.44
C 2.026 0.054 0.414 0.04
C -1.385 -5.263 -1.322 -0.17
C -0.808 -6.339 -0.655 -0.25
C -0.945 3.459 0.278 0.00
C -0.177 -4.853 1.153 -0.30
C 3.096 -0.935 -1.502 0.44
C -0.116 -1.810 1.968 0.19
C -0.209 3.394 1.626 -0.20
C -2.329 3.359 0.183 -0.23
C -0.839 3.657 -2.133 -0.22
C -2.966 3.429 -1.053 -0.21
C -0.208 3.604 -0.901 -0.16
C -1.348 -3.998 -0.770 -0.28
C -1.082 -0.427 -3.196 -0.17
C -2.023 -0.062 -2.243 -0.25
C -1.158 3.170 2.802 -0.60
C 4.326 -0.940 -0.877 -0.40
C -0.743 -3.776 0.474 0.24
C 1.945 -0.447 -0.905 -0.21
C 0.728 2.203 1.458 -0.21
C 3.254 0.069 1.071 -0.38
C -0.215 -6.119 0.576 -0.18
C 0.602 -0.405 -1.499 0.20
C -2.224 3.578 -2.213 -0.22
C 0.243 -0.593 -2.830 -0.23
C -1.600 0.119 -0.941 0.02
C 0.562 4.698 1.861 -0.60
H 0.995 -0.848 -3.560 0.24
H -2.719 3.635 -3.174 0.21
H -2.923 3.230 1.077 0.22
H -1.516 -1.893 0.541 0.41
H 1.288 4.884 1.069 0.21
H 1.544 -1.898 3.070 0.41
H -1.850 4.011 2.900 0.20
H -0.578 3.098 3.723 0.22
H 1.102 4.645 2.809 0.21
H 1.724 2.593 1.189 0.14
H 0.225 -6.947 1.116 0.21
H 0.258 -4.719 2.130 0.23
H 1.592 -2.868 1.697 0.39
H -2.272 0.426 -0.149 0.22
H -1.859 -5.407 -2.284 0.21
H 0.873 3.665 -0.855 0.21
H -0.123 5.547 1.905 0.21
H -1.376 -0.569 -4.228 0.22
H 5.205 -1.328 -1.367 0.25
H -0.247 3.764 -3.033 0.21
H -1.729 2.248 2.703 0.22
H -4.046 3.364 -1.100 0.21
H -3.063 0.093 -2.493 0.23
H 3.357 0.466 2.072 0.24
H -1.782 -3.159 -1.303 0.21
H -0.826 -7.329 -1.090 0.22

***

64
Properties=species:S:1:pos:R:3:nbo_charge:R:1 method="wB97M-V/def2-TZVPD" homo_energy_ev=-9.1 smiles="C#CN(COC)S(=O)(=O)F.Fc1ccccc1.Fc1ccccc1.Fc1ccccc1.Fc1ccccc1" charge=0 lumo_energy_ha=-0.052
S -2.256 1.875 -1.151 2.22
F 0.407 -1.902 -1.906 -0.33
F -2.219 0.148 -0.964 -0.47
F 1.506 -0.096 4.239 -0.32
F -2.815 -5.181 -5.852 -0.32
F 2.636 1.923 1.307 -0.32
O -2.173 2.176 -2.676 -0.79
O -3.678 2.357 -0.666 -0.82
O -0.115 0.731 1.082 -0.57
N -1.039 2.694 -0.190 -0.61
C 6.108 2.965 1.208 -0.19
C -4.883 -4.218 -5.253 -0.29
C -1.646 3.134 1.159 0.11
C 4.710 4.723 0.303 -0.19
C 1.091 3.225 6.631 -0.23
C 1.371 0.985 5.018 0.40
C 5.973 4.236 0.643 -0.23
C -2.045 -4.568 -1.723 -0.19
C 3.722 2.676 1.091 0.39
C 0.396 1.929 4.716 -0.29
C -0.119 -3.127 -1.780 0.39
C 2.072 2.275 6.924 -0.19
C -1.498 -3.291 -1.847 -0.28
C -5.655 -3.076 -5.038 -0.19
C -3.557 -4.084 -5.650 0.40
C -3.764 -1.687 -5.637 -0.19
C 3.579 3.937 0.522 -0.29
C 0.685 -0.483 0.780 -0.30
C 4.976 2.184 1.438 -0.28
C 2.209 1.147 6.116 -0.29
C 0.723 -4.216 -1.585 -0.29
C -2.292 3.133 2.432 -0.23
C -2.990 -2.829 -5.841 -0.29
C 0.168 1.796 0.084 0.04
C -5.094 -1.812 -5.234 -0.23
C 0.251 3.052 5.530 -0.19
C 0.176 -5.492 -1.449 -0.19
C -1.208 -5.666 -1.521 -0.23
H -6.690 -3.170 -4.720 0.22
H -3.122 -4.706 -1.782 0.22
H -2.135 -2.425 -1.995 0.24
H 0.446 -1.326 1.589 0.22
H -0.243 1.783 3.851 0.24
H 1.828 -0.205 0.755 0.19
H 5.060 1.198 1.884 0.23
H -0.515 3.791 5.307 0.21
H -2.876 2.857 3.437 0.31
H 2.728 2.415 7.780 0.22
H 2.960 0.394 6.332 0.23
H 7.093 2.587 1.469 0.22
H 0.412 -0.842 -0.325 0.21
H -1.634 -6.662 -1.420 0.22
H 0.826 -6.349 -1.288 0.22
H -1.951 -2.751 -6.146 0.23
H -3.331 -0.702 -5.793 0.22
H 4.607 5.714 -0.133 0.22
H -5.304 -5.209 -5.114 0.23
H 0.982 4.103 7.265 0.22
H -5.698 -0.921 -5.070 0.22
H 1.009 2.487 0.573 0.24
H 2.591 4.296 0.256 0.23
H 6.856 4.847 0.468 0.22
H 1.797 -4.063 -1.540 0.23
H 0.589 1.288 -0.900 0.22

***

62
Properties=species:S:1:pos:R:3:nbo_charge:R:1 method="wB97M-V/def2-TZVPD" homo_energy_ev=-6.8 charge=0 lumo_energy_ha=-0.063
S -0.194 -1.388 -3.563 2.19
S 1.501 0.622 -2.414 2.17
O 0.202 -2.784 -3.584 -0.96
O 2.787 0.303 -1.813 -0.97
O 0.898 1.926 -2.204 -0.96
O -1.570 -1.022 -3.819 -0.95
N 2.798 -0.763 2.150 -0.34
N -4.013 -0.333 1.434 -0.31
C -3.449 -2.414 0.256 -0.68
C 0.433 -0.671 -2.140 -1.21
C 1.632 2.858 0.530 -0.20
C 0.802 1.733 0.553 -0.16
C -1.776 -0.626 1.186 -0.20
C 3.952 -1.179 2.937 -0.41
C 1.699 -1.535 1.936 0.28
C 0.717 -0.772 1.245 -0.23
C 1.595 -2.886 2.510 -0.66
C 0.819 -0.473 -4.747 -0.32
C -2.011 0.520 2.071 0.00
C 2.469 1.104 -6.341 -0.21
C -3.163 2.599 3.583 -0.20
C -1.780 2.371 3.603 -0.21
C 3.426 1.633 1.654 -0.26
C -1.213 1.289 2.907 -0.19
C 2.475 1.287 -4.959 -0.20
C -0.556 -1.153 0.744 0.10
C 1.645 0.134 -6.918 -0.21
C 1.647 0.479 -4.183 -0.21
C 0.813 -0.662 -6.126 -0.18
C -4.013 1.730 2.877 -0.23
C 1.294 0.549 1.076 -0.08
C -3.071 -1.153 0.906 0.39
C -5.441 -0.621 1.449 -0.41
C 2.925 2.815 1.082 -0.20
C 2.602 0.521 1.628 0.21
C -3.410 0.724 2.122 0.12
H 3.673 -1.308 3.996 0.20
H 2.402 -3.548 2.173 0.24
H -2.540 -2.900 -0.104 0.25
H 3.118 1.725 -6.956 0.22
H 3.108 2.027 -4.468 0.23
H 4.722 -0.404 2.867 0.23
H 1.647 -0.014 -7.995 0.21
H -5.791 -0.868 0.437 0.23
H -0.161 1.039 3.010 0.24
H 1.267 3.773 0.063 0.23
H 3.533 3.717 1.046 0.22
H -5.667 -1.466 2.119 0.22
H -4.121 -2.249 -0.599 0.26
H -5.963 0.268 1.815 0.23
H 0.699 -1.343 -1.348 0.24
H -3.959 -3.102 0.953 0.24
H -5.097 1.822 2.894 0.22
H -3.578 3.444 4.134 0.22
H -0.620 -2.001 0.071 0.22
H -1.126 3.040 4.172 0.23
H -0.223 1.749 0.185 0.23
H 1.620 -2.873 3.610 0.23
H 4.423 1.564 2.098 0.21
H 0.161 -1.430 -6.543 0.23
H 0.640 -3.301 2.185 0.23
H 4.361 -2.125 2.556 0.21

***

64
Properties=species:S:1:pos:R:3:nbo_charge:R:1 method="wB97M-V/def2-TZVPD" relative_energy_kj_mol=110.7 homo_energy_ev=-6.6 charge=0 lumo_energy_ha=-0.026
Pd 0.650 -0.046 0.353 0.85
S -0.463 -2.748 4.051 0.28
S 1.301 -1.187 2.315 -0.21
O 7.093 -0.286 -1.675 -0.70
O 2.793 1.209 -6.135 -0.72
O -0.577 1.684 -0.231 -0.75
N -1.229 -0.749 0.794 -0.28
N -1.326 -1.573 1.855 -0.42
N 2.552 0.751 0.081 -0.42
N 0.913 -0.380 -1.801 -0.48
C -0.304 -1.765 2.613 -0.07
C -3.614 1.181 -2.945 -0.31
C -2.295 -0.665 0.016 0.32
C 4.790 1.050 0.854 -0.24
C 6.781 0.687 -0.707 -0.09
C -3.201 -0.453 7.107 -0.21
C 2.286 0.560 -3.537 -0.23
C 3.033 0.518 -1.167 0.20
C 1.528 0.626 -5.935 -0.09
C 5.305 0.768 -0.421 0.02
C -3.570 0.679 6.403 -0.22
C -0.004 -0.650 -2.729 0.07
C 3.428 1.019 1.056 0.08
C -1.764 2.439 -2.089 -0.31
C -2.782 2.305 -2.991 -0.16
C 4.405 0.514 -1.433 -0.24
C 0.153 -0.353 -4.062 -0.23
C -3.416 0.227 -1.982 -0.16
C 2.059 0.228 -2.197 0.17
C -3.509 0.682 5.020 -0.19
C -2.756 -1.604 5.039 0.05
C -1.521 1.480 -1.060 0.42
C -2.790 -1.587 6.429 -0.24
C -2.411 0.335 -1.001 -0.22
C -2.290 -2.822 4.316 -0.55
C -3.418 -1.644 0.257 -0.68
C -3.108 -0.455 4.342 -0.24
C 1.333 0.275 -4.487 0.02
H 2.879 1.439 -7.065 0.48
H 3.005 1.213 2.037 0.24
H -2.736 -2.936 3.331 0.25
H -3.757 1.576 4.468 0.21
H 6.731 -1.133 -1.391 0.47
H 4.766 0.278 -2.423 0.24
H -1.113 3.302 -2.114 0.22
H -0.912 -1.125 -2.378 0.22
H -3.506 -1.831 1.324 0.25
H -2.497 -2.469 6.979 0.21
H 5.451 1.293 1.669 0.23
H -2.935 3.048 -3.761 0.21
H -4.369 -1.280 -0.114 0.22
H 7.121 1.635 -1.137 0.20
H 7.338 0.503 0.222 0.18
H -3.059 -0.448 3.264 0.22
H -3.188 -2.600 -0.212 0.23
H -4.041 -0.652 -1.991 0.20
H -3.890 1.566 6.930 0.21
H 0.725 1.315 -6.243 0.18
H -3.220 -0.447 8.187 0.21
H 3.192 1.064 -3.827 0.24
H -0.618 -0.599 -4.774 0.22
H -2.437 -3.722 4.909 0.23
H -4.409 1.056 -3.667 0.21
H 1.424 -0.294 -6.534 0.18

***

64
Properties=species:S:1:pos:R:3:nbo_charge:R:1 method="wB97M-V/def2-TZVPD" relative_energy_kj_mol=18.0 homo_energy_ev="-6.7 / -7.3" spin_multiplicity=2 charge=0 lumo_energy_ha="0.010 / 0.010" s2=0.75
Pt -1.146 -1.154 -0.387 0.55
O -2.549 0.696 -0.830 -0.60
O -1.726 -0.700 2.633 -0.61
O 1.296 -2.503 -0.360 -0.65
O 0.721 1.938 -1.072 -0.67
N -2.816 -2.387 -0.301 -0.46
N 0.648 -0.328 -0.705 -0.71
N -2.506 -2.786 3.040 -0.62
N -2.693 1.294 0.325 0.07
N 2.819 -0.841 -0.909 -0.63
C 3.090 0.786 -2.764 -0.03
C -5.068 -3.993 -0.401 -0.16
C 2.755 0.557 -1.284 -0.02
C -2.050 -3.401 1.806 -0.27
C -2.982 2.614 2.713 -0.19
C 5.650 1.672 0.938 -0.21
C 3.672 1.434 -0.428 -0.03
C -3.700 -2.269 -1.303 0.06
C 3.978 -0.059 -3.419 -0.21
C -4.157 -4.113 0.632 -0.25
C -3.800 1.094 1.063 0.01
C 2.878 2.067 -4.795 -0.22
C 1.583 -1.349 -0.641 0.78
C 3.757 1.213 -5.445 -0.22
C -3.970 1.756 2.259 -0.23
C 2.548 1.860 -3.464 -0.16
C 4.310 0.149 -4.749 -0.21
C -3.043 -3.284 0.671 0.23
C -2.309 -1.472 3.361 0.68
C 4.784 0.881 0.197 -0.21
C -4.838 -3.047 -1.388 -0.26
C -1.835 2.776 1.951 -0.21
C 3.445 2.802 -0.303 -0.15
C -2.878 -1.073 4.706 -0.72
C -1.702 2.106 0.756 0.01
C 5.414 3.031 1.067 -0.22
C 4.307 3.590 0.443 -0.22
C 1.243 0.834 -1.013 0.70
H 4.111 4.650 0.538 0.21
H -3.105 3.151 3.644 0.22
H 3.597 -1.457 -1.049 0.41
H -2.464 -1.690 5.504 0.23
H 6.084 3.650 1.649 0.21
H 4.981 -0.179 0.120 0.21
H -1.026 3.419 2.268 0.23
H -4.877 1.585 2.822 0.22
H -4.499 0.395 0.630 0.23
H -2.634 -0.031 4.889 0.24
H 2.581 3.241 -0.779 0.23
H -3.963 -1.195 4.713 0.22
H -5.510 -2.914 -2.223 0.23
H -0.847 2.144 0.088 0.29
H -1.893 -4.460 2.020 0.21
H 4.429 -0.894 -2.898 0.20
H 5.000 -0.524 -5.241 0.21
H 4.006 1.373 -6.486 0.21
H -4.296 -4.849 1.413 0.22
H 1.852 2.521 -2.968 0.23
H 6.509 1.220 1.417 0.21
H -3.459 -1.523 -2.047 0.24
H -1.097 -2.965 1.501 0.27
H 2.438 2.899 -5.329 0.21
H -3.107 -3.321 3.643 0.39
H -5.940 -4.633 -0.440 0.22

***

70
Properties=species:S:1:pos:R:3:nbo_charge:R:1 method="wB97M-V/def2-TZVPD" homo_energy_ev="-1.2 / -1.7" spin_multiplicity=2 charge=-2 lumo_energy_ha="0.112 / 0.112" s2=0.77
Co -0.204 -0.193 0.418 0.96
O -1.847 -4.914 -2.059 -0.68
O -2.426 0.956 -2.162 -0.70
O 2.427 2.358 -7.338 -0.42
O -0.515 -0.082 -1.636 -0.75
O 0.578 3.423 -7.835 -0.42
N 2.648 0.793 0.332 -0.30
N 0.163 -2.088 0.357 -0.52
N 1.729 -0.084 -0.043 -0.28
N 0.825 2.542 0.312 -0.29
N 1.240 2.671 -7.082 0.51
N 0.138 -5.931 -2.473 -0.87
N -4.085 4.073 6.064 -0.42
N -0.262 1.759 0.348 -0.26
C -2.738 1.165 4.698 -0.15
C 1.318 -4.600 -0.286 -0.17
C 0.637 2.168 -5.929 -0.02
C 1.558 -2.356 0.688 -0.06
C 1.996 -3.767 0.514 -0.30
C -3.368 3.388 5.468 0.32
C -0.455 -2.954 -0.410 0.18
C -2.504 2.552 4.763 -0.29
C -1.284 2.006 -4.488 -0.19
C -0.576 1.176 -3.616 -0.06
C 1.353 1.336 -5.053 -0.19
C -1.313 2.516 0.039 -0.01
C -0.692 2.505 -5.622 -0.18
C 0.462 3.784 -0.020 -0.02
C 0.070 -4.174 -0.851 -0.43
C -0.904 3.818 -0.213 -0.37
C 0.092 -0.011 2.534 -0.70
C -0.769 0.853 3.302 0.18
C -1.370 3.070 4.107 -0.14
C -1.898 0.350 3.986 -0.26
C 2.357 -1.355 -0.256 -0.12
C -1.249 0.655 -2.367 0.76
C 0.750 0.855 -3.916 -0.13
C 3.790 -1.096 0.038 -0.32
C -0.535 2.243 3.406 -0.28
C -2.140 -0.428 0.796 -0.88
C -0.649 -4.978 -1.815 0.66
C 3.869 0.219 0.372 -0.01
B 2.280 2.218 0.732 0.19
H 4.583 -1.814 -0.014 0.21
H 2.376 1.088 -5.296 0.23
H -3.595 0.755 5.218 0.20
H -2.300 2.109 -0.024 0.25
H 3.015 2.974 0.160 -0.06
H -2.371 -1.417 1.193 0.17
H -2.639 -0.322 -0.165 0.21
H 2.164 -1.727 -1.277 0.21
H -1.169 4.133 4.166 0.20
H -0.292 -6.326 -3.298 0.38
H 2.395 2.332 1.929 -0.07
H 0.334 2.660 2.922 0.23
H 1.644 -5.623 -0.429 0.19
H 2.898 -4.068 1.027 0.19
H 1.117 -5.713 -2.570 0.37
H -2.304 2.263 -4.239 0.24
H 4.733 0.801 0.628 0.20
H -2.568 0.310 1.473 0.17
H -1.510 4.654 -0.506 0.21
H 1.765 -2.020 1.714 0.19
H -1.454 -2.691 -0.730 0.22
H 1.191 4.569 -0.084 0.21
H -2.091 -0.714 3.945 0.21
H 0.028 -1.043 2.876 0.20
H 1.118 0.349 2.525 0.21
H 1.299 0.231 -3.227 0.24
H -1.228 3.153 -6.299 0.23